Formula: C39H43N5O5RuS3
Source: the OMol25 dataset
Level of theory: wB97M-V/def2-TZVPD

As for the gap between HOMO and LUMO (spin up / spin down): 6.8 / 5.7 eV. The calculation puts the energy relative to the best compared isomer or geometry (same formula, charge and spin) at 16.1 kJ/mol. As for the expectation value of S²: 8.76. The total energy is -93910.26884 eV. Its lowest unoccupied orbital energy (spin up / spin down) is -0.1099 / -0.1481 hartree.

```
! wB97M-V def2-TZVPD RIJCOSX def2/J DEFGRID3
* xyz 1 6
Ru 0.387 -0.579 -0.751
O -4.773 3.683 -3.283
C -3.587 3.832 -3.610
O -3.017 4.591 -4.403
C -2.660 2.711 -3.059
C -1.310 2.682 -3.359
C -0.522 1.665 -2.845
N -1.028 0.697 -2.067
C -2.336 0.718 -1.776
C -3.176 1.703 -2.259
C -2.833 -0.412 -0.952
C -4.174 -0.530 -0.591
C -4.588 -1.648 0.110
C -3.660 -2.633 0.419
C -2.345 -2.433 0.039
N -1.936 -1.344 -0.612
C 0.920 1.536 -3.171
C 1.649 2.531 -3.813
C 2.973 2.283 -4.129
C 3.531 1.053 -3.810
C 2.743 0.125 -3.156
N 1.472 0.363 -2.838
H -0.937 3.462 -4.010
H -4.239 1.755 -2.061
H -4.882 0.238 -0.866
H -5.626 -1.757 0.396
H -3.942 -3.536 0.941
H -1.576 -3.166 0.246
H 1.188 3.476 -4.059
H 3.563 3.041 -4.627
H 4.556 0.816 -4.058
H 3.119 -0.854 -2.884
O -0.828 1.123 0.618
S -1.636 2.064 1.464
C -2.339 1.067 2.815
C -1.398 0.584 3.908
C -0.308 -0.377 3.418
C -0.837 -1.800 3.376
S 0.158 -2.931 2.375
O 0.427 -2.233 1.069
C 1.653 -2.878 3.346
C 2.777 -2.261 2.837
C 3.939 -2.245 3.596
C 3.961 -2.847 4.845
C 2.825 -3.481 5.337
C 1.663 -3.507 4.584
C -0.462 3.026 2.399
C 0.882 2.706 2.328
C 1.785 3.458 3.066
C 1.339 4.508 3.855
C -0.013 4.825 3.903
C -0.925 4.088 3.165
H -2.794 0.236 2.262
H -3.158 1.664 3.221
H -2.024 0.091 4.659
H -0.946 1.439 4.412
H 0.572 -0.317 4.060
H 0.017 -0.095 2.415
H -1.833 -1.851 2.925
H -0.896 -2.257 4.366
H 2.728 -1.809 1.858
H 4.828 -1.765 3.210
H 4.868 -2.837 5.435
H 2.848 -3.964 6.304
H 0.785 -4.021 4.957
H 1.196 1.890 1.688
H 2.842 3.227 3.019
H 2.047 5.094 4.426
H -0.356 5.657 4.504
H -1.978 4.346 3.178
S 0.905 -2.747 -2.062
C -0.434 -2.623 -3.151
N -1.343 -3.592 -3.190
C -2.574 -3.552 -3.985
C -2.864 -2.124 -4.412
C -1.602 -1.499 -4.981
N -0.542 -1.600 -3.982
H -1.183 -4.360 -2.557
H -3.381 -3.939 -3.363
H -2.468 -4.210 -4.850
H -3.189 -1.541 -3.550
H -3.668 -2.106 -5.145
H -1.745 -0.448 -5.228
H -1.288 -2.023 -5.888
H 0.148 -0.871 -3.873
C 4.085 -0.707 -0.064
C 3.219 0.411 0.516
C 3.781 1.785 0.175
O 1.894 0.336 0.046
H 4.921 -0.929 0.601
H 4.503 -0.420 -1.029
H 3.509 -1.625 -0.198
H 3.180 0.308 1.610
H 3.910 1.882 -0.905
H 4.753 1.931 0.650
H 3.109 2.574 0.510
*
```